Entry from the Open Molecules 2025 dataset: a structure of composition C37H85Br3 at a distorted geometry (ωB97M-V/def2-TZVPD).

Output
orbital gap: 10.0618 eV
LUMO energy: -0.24 eV
charge: 0

The geometry in XYZ format:
```
125
Properties=species:S:1:pos:R:3:forces:R:3
C -2.954920 2.404318 -5.902467 0.332 0.820 -0.267
Br -1.007915 2.625154 -5.901047 -0.598 -0.383 0.026
Br -3.542284 0.848256 -6.889329 0.146 0.566 0.180
Br -3.684297 4.142198 -6.573604 0.058 -1.210 0.371
H -3.264125 2.270238 -4.865879 0.006 0.206 -0.330
C 5.294074 -4.886171 -2.502176 -0.479 0.241 0.640
C 4.115144 -4.386222 -1.643753 0.391 -0.429 -0.286
C 2.916963 -5.387734 -1.655864 0.849 1.325 0.535
C 1.799362 -5.041855 -0.674372 0.163 -0.689 0.053
C 0.829625 -6.243356 -0.549035 -0.304 1.958 0.582
C -0.128466 -5.934577 0.621056 -0.201 -0.861 -0.343
H 6.181802 -4.294609 -2.278406 0.116 -0.125 0.056
H 5.141797 -4.812217 -3.578951 -0.224 -0.338 0.035
H 5.422197 -5.905927 -2.139150 0.545 -0.192 -0.627
H 4.534315 -4.351098 -0.638185 -0.280 -0.003 0.333
H 3.927717 -3.342117 -1.894400 -0.708 -0.023 -0.126
H 3.319088 -6.333218 -1.291942 0.161 -0.209 -0.222
H 2.567636 -5.551283 -2.675332 -0.196 0.062 -0.035
H 2.213014 -4.843736 0.314432 0.421 -0.232 0.181
H 1.292152 -4.096876 -0.868959 -0.314 -0.081 -0.574
H 0.330334 -6.311363 -1.515577 -0.170 -0.544 0.091
H 1.408841 -7.130345 -0.292401 -0.118 -0.140 -0.359
H -0.651434 -4.980861 0.550034 0.444 0.280 -0.041
H -0.943984 -6.650847 0.721021 0.093 -0.330 -0.069
H 0.469807 -6.012297 1.528871 -0.227 0.325 0.170
C -3.632939 3.589681 2.625628 1.169 0.809 -0.581
C -3.182631 2.588296 1.560764 -0.362 -0.499 1.566
C -4.348345 1.931387 0.900074 -0.032 0.431 -0.849
C -3.922308 0.951472 -0.153493 -0.877 -0.854 -0.357
C -5.039744 0.455948 -1.127566 0.295 0.003 -0.786
C -5.696190 1.471508 -2.119324 0.266 -0.410 1.668
H -3.946746 3.165826 3.579543 -0.239 -0.201 -0.276
H -4.359320 4.302400 2.235117 -0.210 -0.063 0.127
H -2.719752 4.152813 2.818154 -0.121 0.397 0.478
H -2.497482 3.018283 0.830157 0.003 0.127 0.044
H -2.671322 1.829245 2.152800 0.618 -0.242 -0.346
H -4.873730 2.741169 0.393792 -0.699 0.018 0.189
H -4.949992 1.431053 1.658886 -0.405 0.209 -0.102
H -3.056524 1.333150 -0.694636 -0.052 0.183 -0.347
H -3.548207 0.075520 0.376480 0.107 -0.286 -0.119
H -4.562023 -0.331503 -1.710498 -0.032 -0.146 -0.203
H -5.874133 -0.043611 -0.635299 0.167 0.030 0.565
H -6.527201 1.029154 -2.668723 0.476 -0.324 -0.429
H -6.228958 2.184867 -1.490535 0.343 0.673 -0.169
H -4.925399 1.928173 -2.740165 -0.394 0.194 -0.166
C 4.959988 0.126293 -2.552635 0.390 -0.249 1.271
C 4.876232 0.020320 -0.949647 -0.021 0.202 -1.887
C 4.791507 1.328219 -0.207306 -0.384 1.392 -0.111
C 4.639985 1.271810 1.285556 0.664 -0.861 1.012
C 5.877942 0.758835 2.078738 0.048 1.348 -0.126
C 7.000077 1.827010 2.171275 0.118 -0.188 -0.313
H 5.293208 -0.850457 -2.903389 -0.125 -0.060 -0.159
H 5.702354 0.838068 -2.913706 0.135 0.136 0.320
H 4.037311 0.373330 -3.077745 -0.246 -0.019 0.411
H 3.968141 -0.546772 -0.744974 0.037 -0.248 0.227
H 5.738153 -0.564426 -0.628314 -0.023 -0.067 0.084
H 3.905367 1.879519 -0.521827 -0.224 -0.040 -0.500
H 5.594413 2.039257 -0.401928 0.432 -0.277 -0.460
H 4.416943 2.251391 1.708368 -0.057 0.247 -0.243
H 3.765591 0.665749 1.522671 -0.043 -0.286 0.134
H 5.510347 0.605856 3.093414 0.248 -0.589 0.053
H 6.331837 -0.126729 1.633936 -0.354 -0.302 0.241
H 6.658783 2.772083 2.593720 -0.177 -0.010 -0.001
H 7.864688 1.512573 2.755797 -0.209 -0.285 0.338
H 7.457465 2.042160 1.205567 -0.303 0.092 -0.288
C 1.011810 2.223693 -2.830148 -0.064 -0.467 -0.283
C 0.102090 1.397749 -1.938366 -0.515 0.914 0.370
C 0.604492 0.043749 -1.566195 0.597 -0.300 0.453
C -0.225602 -0.619093 -0.443523 0.005 -0.280 -0.225
C -0.099427 -0.059408 1.017663 -0.533 0.060 -1.275
C -0.907171 -0.829016 2.051159 0.066 -0.585 -0.080
H 0.961903 1.791062 -3.829368 0.170 0.112 -0.175
H 2.054898 2.166267 -2.519076 0.023 0.200 0.181
H 0.681075 3.260029 -2.898903 0.112 0.006 0.021
H -0.136654 1.939380 -1.023077 0.013 0.250 0.116
H -0.848350 1.254805 -2.452485 -0.283 0.134 -0.047
H 1.657847 0.091300 -1.290024 0.230 0.140 0.334
H 0.629187 -0.516226 -2.501033 -0.264 -0.665 0.140
H -1.246558 -0.636081 -0.824919 -0.410 0.186 0.383
H 0.043990 -1.674859 -0.415312 0.167 -0.202 0.165
H 0.970533 -0.095356 1.222577 0.003 0.252 0.375
H -0.477387 0.960797 1.084312 0.429 0.308 -0.300
H -0.614253 -1.878525 2.022381 -0.009 -0.160 0.270
H -0.790831 -0.441671 3.063347 0.365 -0.004 0.016
H -1.984486 -0.803584 1.887294 -0.033 0.100 -0.403
C -7.427752 6.920322 -0.496886 -0.037 -0.690 0.308
C -6.718302 5.836347 -1.350315 -0.660 0.678 0.928
C -5.830211 6.496288 -2.372352 0.349 -0.163 -0.236
C -4.768291 5.569978 -2.957649 -0.329 -0.266 -0.071
C -3.613979 5.200549 -2.019857 0.496 -0.100 -0.885
C -2.599964 4.148352 -2.643590 -0.950 0.710 0.848
H -8.117462 6.501067 0.235665 -0.114 -0.290 -0.081
H -8.023861 7.600869 -1.104848 0.216 0.105 -0.131
H -6.718332 7.477125 0.115312 0.173 0.214 -0.289
H -6.136128 5.175840 -0.707754 -0.009 -0.017 0.180
H -7.481795 5.217732 -1.822005 0.052 -0.109 -0.169
H -5.357376 7.369766 -1.923382 0.029 0.215 -0.048
H -6.470092 6.818967 -3.193656 0.062 0.350 -0.052
H -5.324094 4.666733 -3.209321 0.154 -0.379 -0.295
H -4.435661 6.007095 -3.899135 0.373 -0.117 -0.010
H -3.097371 6.122153 -1.751790 0.281 0.054 -0.052
H -4.065184 4.861537 -1.087342 0.269 -0.460 0.081
H -1.753774 3.947255 -1.986617 -0.063 0.049 0.185
H -3.127965 3.204503 -2.779463 0.016 -0.098 -0.085
H -2.172910 4.452956 -3.599065 -0.250 0.245 -0.048
C 2.857574 -2.334480 2.176545 -0.105 -1.087 0.670
C 2.980595 -3.408582 3.326536 -1.031 1.858 -0.821
C 1.588979 -3.957691 3.670166 0.273 -0.696 -0.980
C 1.642164 -5.050055 4.708150 -0.555 0.301 0.395
C 2.214352 -4.577021 6.025912 -0.172 -1.089 1.428
C 2.047791 -5.702409 7.144694 0.065 1.614 -0.889
H 3.831382 -1.879996 1.994224 -0.183 0.231 -0.127
H 2.089863 -1.609118 2.445949 0.316 0.318 0.264
H 2.464642 -2.768593 1.257172 0.275 -0.232 -0.156
H 3.673412 -4.197416 3.033554 -0.069 -0.122 0.093
H 3.392169 -2.855246 4.170645 0.184 -0.246 0.153
H 1.203149 -4.402990 2.753146 -0.011 -0.126 -0.249
H 0.810233 -3.227398 3.890000 0.433 0.534 0.392
H 0.640537 -5.431127 4.907209 -0.203 -0.082 -0.121
H 2.204290 -5.888583 4.297070 0.259 -0.122 0.178
H 3.227441 -4.207211 5.867818 0.286 -0.512 0.335
H 1.703238 -3.715980 6.456565 -0.392 0.234 -0.455
H 1.000481 -5.759664 7.441259 -0.245 -0.186 -0.481
H 2.371160 -6.666952 6.753310 0.241 0.006 0.482
H 2.496109 -5.352311 8.074508 0.673 -0.501 -0.107
```
Forces are in eV/Å.